[1]
Here is a 15-piece molecular cluster, C60H125F15O30 overall in a non-equilibrium geometry from the Open Molecules 2025 dataset. Energies are from ωB97M-V with the def2-TZVPD basis set.

Element x y z (Å)
C (4.52768, -2.76975, 7.04947)
O (3.74680, -1.60544, 6.82228)
C (3.88297, -1.27905, 5.47044)
C (2.84415, -0.15347, 5.12938)
O (2.97145, 0.43352, 3.87224)
C (4.24244, 1.02492, 3.63882)
H (4.20726, -3.69045, 6.56188)
H (4.58409, -2.95518, 8.12210)
H (5.57576, -2.50788, 6.90432)
H (3.57874, -2.13439, 4.86717)
H (4.89624, -0.94364, 5.24938)
H (2.93575, 0.64287, 5.86800)
H (1.80608, -0.47208, 5.22428)
H (4.85890, 1.16240, 4.52717)
H (4.05666, 2.03554, 3.27519)
H (4.75523, 0.58458, 2.78368)
C (7.67611, -5.87690, 5.36508)
O (7.23614, -7.11983, 4.75521)
C (5.77545, -7.16940, 4.72279)
C (5.04519, -6.47148, 3.57223)
O (3.65690, -6.85306, 3.54832)
C (2.76225, -6.32836, 2.55651)
H (7.47819, -4.99897, 4.75014)
H (8.76532, -5.91064, 5.38885)
H (7.20655, -5.66743, 6.32619)
H (5.34204, -6.95134, 5.69886)
H (5.56816, -8.23389, 4.61323)
H (5.47860, -6.57320, 2.57729)
H (5.01292, -5.39713, 3.75338)
H (1.78671, -6.75642, 2.78713)
H (3.01847, -6.66251, 1.55113)
H (2.55135, -5.26818, 2.69663)
C (-5.81870, 4.89946, -4.11575)
O (-5.76703, 4.38354, -5.49650)
C (-5.82110, 5.43884, -6.48522)
C (-5.24195, 5.18224, -7.87130)
O (-3.91330, 4.76177, -7.92829)
C (-3.52295, 3.44112, -7.36802)
H (-6.69118, 5.50021, -3.85887)
H (-4.96477, 5.56137, -3.97153)
H (-5.88686, 4.14877, -3.32840)
H (-5.26976, 6.27505, -6.05526)
H (-6.87772, 5.68817, -6.58269)
H (-5.26667, 6.18839, -8.28980)
H (-6.01834, 4.62932, -8.40008)
H (-4.12748, 3.08420, -6.53421)
H (-2.44095, 3.40556, -7.24110)
H (-3.69312, 2.72054, -8.16797)
C (4.00020, 0.76778, -3.28346)
O (3.71469, 2.18298, -3.27799)
C (2.30451, 2.57987, -3.21112)
C (1.48079, 2.35627, -4.44727)
O (2.00959, 2.77208, -5.70379)
C (1.31319, 2.31070, -6.82734)
H (3.42059, 0.21103, -2.54713)
H (4.99153, 0.37364, -3.05981)
H (3.79379, 0.44710, -4.30456)
H (2.36311, 3.63703, -2.95211)
H (1.69608, 2.11624, -2.43461)
H (0.56902, 2.91574, -4.23806)
H (1.16821, 1.31872, -4.56504)
H (1.43426, 2.88923, -7.74318)
H (0.23146, 2.32253, -6.69379)
H (1.60150, 1.28078, -7.03768)
C (-0.03487, 5.15522, 0.05163)
O (1.05348, 6.10824, 0.06277)
C (1.10199, 7.11681, -1.00677)
C (1.74210, 8.44641, -0.49335)
O (3.12837, 8.26092, -0.14268)
C (3.67619, 9.45526, 0.37101)
H (0.12321, 4.42966, -0.74629)
H (-1.09589, 5.39247, 0.12932)
H (-0.02180, 4.60503, 0.99249)
H (0.09221, 7.37899, -1.32254)
H (1.66091, 6.72094, -1.85470)
H (1.11376, 8.72723, 0.35190)
H (1.71567, 9.33250, -1.12756)
H (3.10615, 10.01627, 1.11156)
H (3.88417, 10.05093, -0.51783)
H (4.63756, 9.15143, 0.78519)
C (-4.34733, -4.08703, 4.16644)
O (-3.97218, -2.78998, 4.53526)
C (-3.59621, -2.14149, 3.24337)
C (-4.70661, -1.78535, 2.18757)
O (-4.71960, -0.37038, 1.87001)
C (-5.85240, -0.06442, 1.03044)
H (-3.47798, -4.69585, 3.91814)
H (-5.00367, -4.10171, 3.29631)
H (-4.84510, -4.46476, 5.05955)
H (-2.96865, -2.77871, 2.62029)
H (-3.19046, -1.17656, 3.54732)
H (-5.66759, -2.16556, 2.53405)
H (-4.54612, -2.34824, 1.26806)
H (-5.50687, -0.40014, 0.05269)
H (-5.87999, 1.01313, 0.86847)
H (-6.82596, -0.50434, 1.24660)
C (0.25153, 2.58896, 3.83350)
O (-0.76224, 2.87364, 2.80246)
C (-2.07683, 2.47309, 3.05750)
C (-3.15502, 3.28278, 2.31901)
O (-3.28702, 4.61150, 2.80990)
C (-3.70928, 4.69727, 4.15321)
H (0.14367, 1.55999, 4.17658)
H (0.05963, 3.20306, 4.71336)
H (1.28376, 2.69726, 3.50051)
H (-2.30055, 2.57192, 4.11970)
H (-2.18170, 1.43671, 2.73652)
H (-4.08649, 2.71698, 2.30026)
H (-2.89433, 3.20876, 1.26324)
H (-4.03898, 5.66831, 4.52265)
H (-2.76631, 4.61018, 4.69295)
H (-4.41653, 3.93324, 4.47594)
C (-0.05471, -7.41134, -1.03853)
O (-0.49536, -7.97632, 0.13440)
C (-1.83435, -7.72848, 0.57544)
C (-2.85533, -8.46158, -0.28418)
O (-3.13357, -7.88468, -1.60063)
C (-4.40693, -7.84943, -2.05615)
H (0.86054, -7.89225, -1.38370)
H (0.10165, -6.33681, -0.94355)
H (-0.74418, -7.64767, -1.84901)
H (-2.10910, -6.67449, 0.61694)
H (-1.97209, -8.27663, 1.50746)
H (-3.67160, -8.79926, 0.35439)
H (-2.28966, -9.35728, -0.54079)
H (-4.76433, -8.83309, -2.36076)
H (-4.51118, -7.37896, -3.03384)
H (-5.18045, -7.31962, -1.50021)
C (1.94325, -1.77522, -4.65455)
O (0.77324, -2.55622, -4.49357)
C (-0.32296, -1.81877, -3.90377)
C (-1.51086, -2.78305, -3.91198)
O (-1.53262, -3.72995, -2.85394)
C (-2.52479, -4.80070, -3.13524)
H (2.83985, -2.39022, -4.73191)
H (2.14389, -1.17322, -3.76830)
H (1.81570, -1.07374, -5.47903)
H (-0.55281, -0.93245, -4.49513)
H (-0.09803, -1.70831, -2.84296)
H (-1.52832, -3.35698, -4.83848)
H (-2.40190, -2.17646, -3.75014)
H (-2.17823, -5.28390, -4.04875)
H (-3.55344, -4.47052, -3.28005)
H (-2.42678, -5.53821, -2.33864)
C (-2.39949, 7.47606, 2.12989)
O (-1.84132, 8.71182, 1.57056)
C (-2.62026, 9.55053, 0.72966)
C (-2.52004, 9.17555, -0.74528)
O (-2.79112, 7.80131, -0.82783)
C (-2.69127, 7.25819, -2.13081)
H (-3.23673, 7.66378, 2.80211)
H (-1.65671, 6.95649, 2.73523)
H (-2.54361, 6.81359, 1.27639)
H (-2.34707, 10.59076, 0.90686)
H (-3.59261, 9.62752, 1.21617)
H (-1.55104, 9.46974, -1.14851)
H (-3.24595, 9.70193, -1.36501)
H (-2.53268, 6.18271, -2.05138)
H (-1.81038, 7.66777, -2.62516)
H (-3.56705, 7.58065, -2.69395)
C (1.12442, -7.31281, 6.16836)
C (1.49714, -6.06251, 7.03278)
O (0.48867, -5.05066, 6.75555)
C (0.72167, -4.16574, 5.77735)
O (1.64308, -4.19578, 4.99961)
C (-0.44667, -3.16517, 5.60649)
F (0.02984, -1.93809, 5.54651)
F (-1.10803, -3.51088, 4.50334)
F (-1.24430, -3.29183, 6.70386)
H (0.12359, -7.65339, 6.43378)
H (1.83043, -8.14238, 6.20651)
H (1.01622, -7.06273, 5.11297)
H (2.51140, -5.66775, 6.97329)
H (1.44331, -6.43588, 8.05542)
C (3.76343, -4.76185, -1.29787)
C (4.99627, -4.70597, -0.40747)
O (5.22705, -3.46330, 0.31276)
C (6.30670, -3.46541, 1.11574)
O (7.09904, -4.40183, 1.22476)
C (6.56227, -2.06097, 1.84659)
F (5.33419, -1.65546, 2.05950)
F (7.19324, -2.33727, 2.99518)
F (7.21841, -1.19963, 1.04724)
H (2.91316, -5.06769, -0.68828)
H (3.64040, -5.60395, -1.97892)
H (3.59604, -3.84728, -1.86675)
H (5.92741, -5.00594, -0.88818)
H (4.78690, -5.46972, 0.34149)
C (3.44791, 4.19804, 1.13803)
C (3.36209, 3.13321, 0.00526)
O (4.66607, 3.28806, -0.67849)
C (5.49374, 2.15741, -0.74247)
O (5.14522, 0.95750, -0.46853)
C (6.92076, 2.38491, -1.23147)
F (7.27656, 3.66662, -1.16013)
F (7.74368, 1.53977, -0.50065)
F (6.97863, 2.05491, -2.47827)
H (4.04201, 4.01697, 2.03377)
H (2.45919, 4.31773, 1.58099)
H (3.75937, 5.14745, 0.70245)
H (2.52569, 3.48008, -0.60156)
H (3.13859, 2.12906, 0.36558)
C (-5.56548, 0.50657, -8.16824)
C (-6.32694, 1.12642, -7.00269)
O (-5.80931, 0.55136, -5.86467)
C (-6.35065, -0.34643, -5.00043)
O (-7.55338, -0.59795, -4.99784)
C (-5.42374, -0.86893, -3.90450)
F (-4.29081, -0.18096, -3.85125)
F (-6.05391, -0.78895, -2.67745)
F (-5.17457, -2.16781, -4.20243)
H (-5.94541, 0.88725, -9.11631)
H (-5.66303, -0.57890, -8.18663)
H (-4.48994, 0.67148, -8.10406)
H (-7.38068, 0.90938, -7.17772)
H (-6.23329, 2.21214, -6.97979)
C (1.25826, -2.40479, 1.22112)
C (1.00678, -0.96663, 0.98417)
O (-0.28795, -0.73062, 0.44303)
C (-0.58891, 0.54083, -0.17725)
O (0.20830, 1.49592, -0.13814)
C (-1.96050, 0.61981, -0.89463)
F (-1.81383, 0.63786, -2.21924)
F (-2.74763, -0.42277, -0.60270)
F (-2.50870, 1.80543, -0.58032)
H (0.58567, -2.70800, 2.02348)
H (2.25503, -2.73154, 1.51738)
H (0.82579, -2.93953, 0.37546)
H (1.70798, -0.39016, 0.38076)
H (0.84767, -0.28704, 1.82139)

Values from the calculation:
ΔE to the lowest compared entry with this formula, charge and spin, kcal/mol: 187.4
Largest force on an atom, eV/A: 5.5
Charge: 0
E_tot, eV: -166414.9687
LUMO level, eV: 0.3

Löwdin population analysis, charges in e, atoms 1 to 4:
1. C -0.110
2. O -0.165
3. C -0.210
4. C -0.196

---

[2]
Here is a 9-piece molecular cluster, C60H132N6O12 overall in a non-equilibrium geometry from the Open Molecules 2025 dataset. Energies are from ωB97M-V with the def2-TZVPD basis set.

Element x y z (Å)
C (-7.30846, -7.65913, 1.02499)
C (-6.40836, -7.31716, 2.18513)
C (-6.02344, -5.82558, 2.12632)
C (-7.16141, -4.95136, 2.60998)
C (-7.66214, -5.35655, 4.04714)
C (-8.09727, -6.84008, 4.17257)
N (-7.16742, -7.62830, 3.40561)
O (-7.28010, -9.03198, 3.57272)
C (-7.92912, -7.11549, 5.73335)
C (-9.53750, -7.05648, 3.68693)
C (-5.12594, -8.17028, 2.13204)
H (-7.72666, -8.66119, 0.92973)
H (-6.70443, -7.44155, 0.14414)
H (-8.12891, -6.95689, 1.17271)
H (-5.04914, -5.70152, 2.59902)
H (-5.84805, -5.39529, 1.14032)
H (-7.95282, -5.08729, 1.87289)
H (-6.79142, -3.92609, 2.61532)
H (-8.65035, -4.90281, 4.12236)
H (-7.02281, -4.97728, 4.84433)
H (-8.19844, -8.15742, 5.90643)
H (-6.86821, -7.06277, 5.97787)
H (-8.54728, -6.57683, 6.45156)
H (-10.03427, -6.43838, 4.43477)
H (-9.83827, -6.57174, 2.75813)
H (-9.96598, -8.05378, 3.78648)
H (-4.54740, -7.96462, 1.23143)
H (-5.26675, -9.24237, 1.99458)
H (-4.46017, -7.99026, 2.97611)
H (-8.12571, -9.15748, 3.13592)
C (0.49694, -3.10166, 6.83198)
C (-0.44434, -2.71751, 8.02731)
C (-1.68043, -3.62000, 8.03977)
C (-1.43088, -5.09434, 8.56559)
C (-0.57066, -5.04029, 9.86302)
C (0.56653, -4.03171, 9.99551)
N (0.22346, -2.74156, 9.42265)
O (1.26789, -1.75260, 9.47517)
C (0.79288, -3.99009, 11.55561)
C (1.78655, -4.70612, 9.32375)
C (-0.93584, -1.28176, 7.80647)
H (1.44575, -2.56945, 6.76405)
H (-0.04475, -2.95224, 5.89800)
H (0.97650, -4.07274, 6.70897)
H (-2.52824, -3.25041, 8.61658)
H (-1.96772, -3.60489, 6.98842)
H (-0.90590, -5.68721, 7.81659)
H (-2.40558, -5.52495, 8.79503)
H (-0.32741, -6.09532, 9.73711)
H (-1.25247, -5.01322, 10.71302)
H (-0.14822, -3.71275, 12.03049)
H (0.95764, -5.03739, 11.80882)
H (1.57463, -3.24789, 11.71723)
H (1.63193, -5.66543, 8.82986)
H (2.22116, -4.03275, 8.58498)
H (2.58452, -5.06912, 9.97150)
H (-1.50858, -0.86376, 8.63433)
H (-1.72455, -1.25218, 7.05470)
H (-0.16453, -0.54240, 7.59078)
H (0.85993, -1.20876, 10.15296)
C (1.72021, -6.35775, -0.25316)
C (3.26093, -6.07970, -0.49233)
C (4.10116, -5.67773, 0.72480)
C (4.42869, -6.82044, 1.71672)
C (5.16382, -7.92081, 0.85350)
C (4.39465, -8.46129, -0.40668)
N (3.87287, -7.29392, -1.17129)
O (3.40205, -7.60982, -2.41325)
C (5.38975, -9.22899, -1.29205)
C (3.25899, -9.43033, 0.07903)
C (3.40122, -4.84494, -1.48120)
H (1.23155, -7.06936, -0.91869)
H (1.24962, -5.37623, -0.19605)
H (1.64766, -6.67567, 0.78692)
H (5.06700, -5.32324, 0.36482)
H (3.61311, -4.79942, 1.14726)
H (3.52206, -7.24423, 2.14862)
H (5.10136, -6.35753, 2.43875)
H (5.29929, -8.64918, 1.65302)
H (6.19399, -7.64355, 0.62996)
H (6.22383, -8.58392, -1.56826)
H (5.96084, -10.07792, -0.91619)
H (4.97122, -9.40802, -2.28244)
H (2.95669, -9.98774, -0.80754)
H (3.59526, -10.28168, 0.67083)
H (2.33717, -8.98641, 0.45493)
H (4.42145, -4.97879, -1.84081)
H (3.20394, -3.87413, -1.02656)
H (2.72620, -4.86640, -2.33676)
H (2.54208, -8.00976, -2.26463)
C (2.79621, 9.05602, -6.33522)
C (1.39821, 8.81152, -5.63915)
C (0.27184, 9.21439, -6.59320)
C (-1.05495, 8.35013, -6.54620)
C (-0.63219, 6.87687, -6.69039)
C (0.31030, 6.39787, -5.56579)
N (1.49453, 7.30500, -5.37151)
O (2.41869, 6.87291, -4.42680)
C (-0.66150, 6.21252, -4.37671)
C (0.80969, 4.91367, -5.85979)
C (1.19497, 9.57399, -4.26225)
H (2.81947, 8.14615, -6.93497)
H (3.68912, 9.23523, -5.73631)
H (2.71018, 9.95966, -6.93866)
H (-0.15122, 10.19551, -6.37754)
H (0.73191, 9.28845, -7.57857)
H (-1.69330, 8.77432, -7.32124)
H (-1.51788, 8.50039, -5.57090)
H (-0.09387, 6.84577, -7.63767)
H (-1.51307, 6.24022, -6.77302)
H (-0.04750, 5.90000, -3.53207)
H (-1.01718, 7.19691, -4.07246)
H (-1.46493, 5.52559, -4.64264)
H (1.64204, 4.76980, -5.17088)
H (0.01074, 4.20111, -5.65480)
H (1.07857, 4.87346, -6.91535)
H (1.84759, 9.44300, -3.39910)
H (0.20716, 9.47483, -3.81224)
H (1.47186, 10.62680, -4.31726)
H (1.90130, 6.86066, -3.61824)
C (-8.69376, 3.30609, 0.48093)
C (-7.43090, 4.20143, 0.59272)
C (-7.77148, 5.52576, -0.07911)
C (-7.23925, 6.72462, 0.68124)
C (-5.90946, 6.60718, 1.29579)
C (-5.98136, 5.52025, 2.38005)
N (-7.02900, 4.49774, 2.01321)
O (-7.12655, 3.41805, 2.83740)
C (-4.70505, 4.72426, 2.32021)
C (-6.22112, 6.17083, 3.79230)
C (-6.27856, 3.43687, -0.16508)
H (-8.31010, 2.29023, 0.57548)
H (-9.05587, 3.31040, -0.54715)
H (-9.49679, 3.52365, 1.18513)
H (-7.59579, 5.42204, -1.14985)
H (-8.85165, 5.67110, -0.09307)
H (-8.07118, 6.99724, 1.33060)
H (-7.35660, 7.61664, 0.06592)
H (-5.73822, 7.57947, 1.75778)
H (-5.18773, 6.58548, 0.47925)
H (-4.19864, 4.69541, 1.35542)
H (-3.98136, 5.20010, 2.98198)
H (-4.80585, 3.68186, 2.62243)
H (-5.51035, 6.98418, 3.93847)
H (-7.23150, 6.57975, 3.78830)
H (-6.13487, 5.43615, 4.59287)
H (-5.44005, 4.11438, -0.32628)
H (-6.73164, 3.20732, -1.12951)
H (-6.00296, 2.52659, 0.36741)
H (-7.77004, 3.73163, 3.47708)
C (8.74656, 0.40731, -5.55977)
C (8.69235, 1.79143, -4.81023)
C (10.05622, 1.87333, -4.06711)
C (11.18426, 2.53190, -4.85595)
C (10.72272, 3.82393, -5.45051)
C (9.45812, 3.77198, -6.34344)
N (8.44919, 2.88719, -5.76387)
O (7.29759, 2.77462, -6.54032)
C (9.04835, 5.28553, -6.32943)
C (9.75269, 3.31097, -7.77872)
C (7.50910, 1.78281, -3.89605)
H (7.79901, -0.02678, -5.87886)
H (9.19024, -0.41988, -5.00569)
H (9.40683, 0.51441, -6.42039)
H (9.85833, 2.24457, -3.06156)
H (10.41069, 0.87614, -3.80625)
H (11.54652, 1.80856, -5.58646)
H (12.04505, 2.90177, -4.29888)
H (11.52038, 4.23257, -6.07088)
H (10.50625, 4.33487, -4.51233)
H (8.76397, 5.63272, -7.32274)
H (8.31743, 5.66745, -5.61670)
H (9.82627, 6.02417, -6.13617)
H (10.48785, 3.87793, -8.34985)
H (10.06893, 2.27832, -7.92610)
H (8.84631, 3.23246, -8.37907)
H (6.51905, 1.64212, -4.32978)
H (7.29295, 2.79346, -3.54970)
H (7.68137, 1.09408, -3.06896)
H (6.68550, 3.43059, -6.19879)
C (6.34873, 8.05193, 0.50648)
C (5.41583, 6.86464, 0.90982)
O (4.05377, 7.12354, 1.12887)
O (7.71321, 7.68493, 0.69533)
H (6.08878, 9.01918, 0.93654)
H (6.15644, 8.18795, -0.55777)
H (5.79785, 6.33561, 1.78291)
H (5.60290, 5.93874, 0.36593)
H (3.67047, 6.29881, 1.43628)
H (8.20483, 8.14061, 0.00812)
C (-3.60565, -1.05302, -6.16872)
C (-4.53430, -0.06431, -7.04973)
O (-5.26850, -0.75211, -8.00984)
O (-4.17249, -1.93503, -5.20216)
H (-2.86344, -0.48421, -5.60865)
H (-3.18968, -1.70168, -6.93963)
H (-3.76852, 0.60575, -7.44052)
H (-5.19622, 0.51499, -6.40602)
H (-5.93747, -1.15715, -7.45304)
H (-4.54404, -2.50993, -5.87524)
C (0.22058, 0.90478, 0.53075)
C (-1.14503, 0.47988, 0.14888)
O (-1.21501, -0.33084, -0.98895)
O (0.85419, 1.70211, -0.42124)
H (0.86893, 0.06844, 0.79206)
H (0.18237, 1.47105, 1.46134)
H (-1.58335, 1.43309, -0.14669)
H (-1.75052, -0.03478, 0.89494)
H (-2.12840, -0.60001, -1.11089)
H (0.75751, 1.10532, -1.16695)

Values from the calculation:
ΔE to the lowest compared entry with this formula, charge and spin, kcal/mol: 238.8
SMILES: CC1(C)CCCC(C)(C)N1O.CC1(C)CCCC(C)(C)N1O.CC1(C)CCCC(C)(C)N1O.CC1(C)CCCC(C)(C)N1O.CC1(C)CCCC(C)(C)N1O.CC1(C)CCCC(C)(C)N1O.OCCO.OCCO.OCCO
Largest force on an atom, eV/A: 4.0
Charge: 0
E_tot, eV: -97852.8598
LUMO level, eV: 0.1

Löwdin population analysis, charges in e, atoms 1 to 4:
1. C -0.033
2. C -0.516
3. C -0.145
4. C -0.161